# 1
152
Properties=species:S:1:pos:R:3:forces:R:3 method="wB97M-V/def2-TZVPD" smiles="COP(=O)(OC)OC.COP(=O)(OC)OC.COP(=O)(OC)OC.COP(=O)(OC)OC.CCOC(C)=O.CCOC(C)=O.CCOC(C)=O.CCOC(C)=O.CCOC(C)=O.CCOC(C)=O" lumo_ev=-0.062 orbital_gap_ev=10.08
P -30.8390 -6.8967 4.5045 -0.7 0.8 -1.5
P -25.4364 -9.3274 -3.7295 -0.3 0.7 -0.5
P -28.9436 -1.3356 -4.2169 -1.3 -0.5 0.1
P -21.4980 6.7991 -1.4842 1.1 0.7 -1.8
O -30.1357 -5.5065 5.0308 -0.7 -2.1 0.2
O -27.8611 -2.5335 9.7691 0.1 0.9 0.7
O -21.5879 7.7680 -0.1953 -0.4 -2.0 -0.4
O -24.4837 -10.6334 -3.6491 -1.1 1.1 -0.4
O -18.9175 -3.9382 -0.4856 1.3 0.3 1.2
O -22.5932 -8.7998 3.4896 -2.7 -1.1 -2.7
O -30.4724 -6.8974 2.9267 -2.2 0.6 1.4
O -20.1147 6.6249 -2.0500 -2.6 0.7 0.9
O -22.6067 7.5117 -2.5131 2.0 -1.2 1.3
O -26.1577 -4.0461 10.2579 -2.5 1.9 -0.4
O -26.1896 -9.1764 -5.0061 1.0 -0.5 1.9
O -27.4723 -1.6526 -4.8675 -2.0 0.7 1.2
O -22.1582 5.4191 -1.0721 -0.9 1.8 -0.5
O -32.4454 -6.5344 4.3815 2.7 -0.3 -0.4
O -20.2367 -3.2215 -2.1779 1.2 -0.8 1.2
O -20.8109 2.9834 6.7299 -0.2 -0.5 1.1
O -25.3097 -2.2070 3.6282 0.8 0.4 0.6
O -30.4897 -8.1657 5.1687 -0.1 1.5 0.2
O -24.3863 -8.0847 -3.4263 -1.8 -2.9 -0.1
O -26.3577 -9.4398 -2.3657 0.9 0.3 -0.9
O -29.2670 -0.0321 -3.5148 1.4 -2.5 -1.4
O -21.2983 0.9708 7.8145 0.4 2.2 -1.7
O -23.9536 -0.8974 2.3037 -1.0 -1.0 1.1
O -21.9220 -9.1767 10.7749 -1.0 -0.7 0.1
O -29.1555 -2.7179 -3.3587 0.3 1.2 -1.3
O -23.0313 -9.8970 8.8941 0.7 0.4 -0.7
O -29.9813 -1.6192 -5.4632 1.4 -0.3 1.7
O -24.0922 -9.9812 2.1186 0.0 1.6 0.5
C -22.0967 -9.1988 9.5837 0.0 0.5 0.3
C -21.7665 9.1459 -0.3321 0.5 1.3 -0.8
C -21.3506 2.1928 7.6467 -0.5 -1.4 2.8
C -28.4003 -4.7723 9.8339 -0.2 0.1 0.0
C -24.8759 -6.7649 -3.3882 0.8 1.5 0.9
C -24.9257 -1.6145 2.4917 0.5 0.7 -2.1
C -25.2070 -10.9320 8.6346 0.9 1.3 -0.6
C -20.1226 2.4306 5.6496 0.6 0.7 -1.9
C -25.8981 -1.8886 1.3103 -0.3 0.4 0.8
C -23.2355 -7.9205 1.3512 -1.3 0.2 -0.2
C -27.0894 -1.3422 9.8468 1.1 1.0 -2.2
C -23.8477 -10.8820 -2.4183 1.1 0.1 1.2
C -21.9940 3.0848 8.7026 -0.3 -0.8 -0.3
C -30.4402 -2.9371 -2.7403 0.3 1.1 0.8
C -19.2326 -5.3804 -2.3307 0.3 0.6 0.3
C -19.5054 -4.0557 -1.6408 -2.1 0.5 -2.3
C -30.6761 -4.2180 4.7586 0.3 0.6 0.2
C -19.0579 -2.7387 0.3032 -0.9 0.6 0.2
C -21.2129 -8.3821 8.7095 0.4 -0.1 -0.5
C -24.0799 -10.5346 9.5786 -0.8 -0.6 1.6
C -24.4900 -2.0424 4.8352 0.2 0.8 0.7
C -23.9914 7.4230 -2.2627 -1.1 0.6 0.5
C -23.8390 -12.1990 2.8044 0.3 -0.6 -0.1
C -26.4350 -0.6823 -4.8289 1.0 0.3 -0.9
C -33.2017 -6.5226 5.5672 -0.8 -1.0 0.8
C -23.2882 -8.9351 2.4522 2.8 0.1 2.2
C -29.9725 -0.7266 -6.5620 -0.1 0.6 0.1
C -21.4630 4.3914 -0.4216 0.5 -0.9 0.3
C -27.3293 -3.7153 10.0078 2.1 -2.9 -0.2
C -27.2554 -10.5543 -2.2332 0.1 -0.7 -0.7
C -27.6629 -0.3898 8.7448 -0.6 0.0 1.2
C -24.2697 -3.3727 5.4665 0.0 -0.5 0.3
C -19.4233 3.6607 5.0329 0.0 -0.3 -0.3
C -24.5109 -10.9104 3.1155 0.5 -0.4 0.2
C -29.1417 -6.8458 2.5241 1.0 -0.4 -0.2
C -17.8834 -2.4787 1.2141 0.0 -1.0 0.4
H -24.1966 -12.9085 3.5506 0.3 -0.4 -0.2
H -24.4713 8.3852 -2.4419 0.3 0.1 -0.9
H -23.5748 -3.9490 4.8557 -0.5 -0.5 0.0
H -34.0252 -7.2166 5.3991 -0.5 0.5 -0.1
H -24.3960 -9.8386 10.3557 -0.4 -0.1 0.1
H -29.9719 -3.6777 4.1260 -0.1 -0.1 -0.3
H -25.2433 -3.8164 5.6750 0.1 -0.6 -0.5
H -21.3742 9.5010 -1.2851 0.6 0.0 0.1
H -20.4670 4.7078 -0.1118 -0.1 0.0 0.1
H -24.2158 -6.1757 -4.0247 -0.5 0.0 -0.4
H -23.3950 -9.9684 -2.0329 0.1 0.1 -0.1
H -25.5543 -1.4467 0.3751 0.5 -0.3 0.2
H -21.2207 9.5947 0.4978 -0.3 0.2 -0.1
H -26.2155 -2.9237 1.1834 0.4 -0.1 0.1
H -23.5466 -1.5120 4.7053 -0.1 -0.2 -0.9
H -29.3412 -4.3198 9.5208 0.0 -0.1 0.4
H -23.8315 -3.3155 6.4629 0.3 0.5 -0.1
H -24.2191 -10.6089 4.1215 -0.2 0.5 -0.1
H -23.0710 -6.9278 1.7702 0.3 -0.2 -0.1
H -21.1840 -8.8000 7.7032 0.3 0.1 0.1
H -22.7560 -12.0811 2.8411 0.0 -0.1 0.3
H -29.1264 -0.0409 -6.5177 0.3 -0.2 -0.2
H -17.9465 -3.2380 1.9936 0.4 0.0 0.2
H -21.3587 3.5529 -1.1101 0.0 0.0 0.0
H -30.9152 -3.8950 -2.9522 0.4 0.1 -0.6
H -19.2912 -6.2354 -1.6572 -0.3 0.1 -0.1
H -18.1934 -5.3335 -2.6563 0.0 -0.1 -0.3
H -30.8476 -0.0820 -6.4798 -0.2 -0.2 -0.3
H -22.7964 9.4901 -0.4272 -0.3 -0.5 0.8
H -19.4250 1.6218 5.8669 -0.2 0.0 0.5
H -24.4457 6.6399 -2.8697 0.0 0.0 0.2
H -22.5658 -8.1197 0.5145 0.3 -0.2 0.4
H -25.6488 -0.9402 -4.1194 -0.4 0.0 0.4
H -24.4861 -11.2360 -1.6089 -0.5 -0.1 -0.3
H -24.0722 -12.5234 1.7902 -0.2 -0.2 0.1
H -25.9338 -6.5591 -3.5510 0.0 -0.6 -0.5
H -32.7205 -6.9949 6.4236 0.6 0.3 0.0
H -27.2685 -10.9544 -1.2193 0.0 0.7 0.2
H -21.4950 -7.3317 8.6379 -0.5 -0.1 0.1
H -19.9263 -2.9403 0.9303 -0.1 0.2 0.0
H -28.6326 0.0263 9.0180 -0.1 0.0 0.4
H -25.5853 -11.0781 3.0399 -0.1 0.6 0.0
H -22.4748 3.9173 8.1888 0.2 0.2 0.5
H -16.9043 -2.5645 0.7427 -0.1 0.2 -0.2
H -26.1070 -11.2939 9.1318 0.3 -0.2 0.0
H -24.7930 -11.5900 7.8706 -0.3 -0.4 0.2
H -24.9839 -1.4203 5.5816 -0.8 0.2 -0.5
H -30.6934 -3.6604 5.6950 -0.2 -0.2 0.1
H -19.9118 -5.4135 -3.1826 0.2 -0.3 0.1
H -31.6783 -4.2258 4.3300 0.2 -0.2 -0.1
H -17.9928 -1.5203 1.7216 0.0 0.1 -0.3
H -22.0763 4.0722 0.4210 0.2 0.0 0.1
H -33.5296 -5.5162 5.8276 0.0 -0.1 -0.1
H -20.9233 2.0778 4.9995 0.4 -0.4 -0.4
H -31.0806 -2.0929 -2.9960 -0.4 -0.3 0.1
H -28.2590 -10.3242 -2.5907 0.1 0.3 0.2
H -23.0490 -11.6131 -2.5436 -0.2 0.0 -0.4
H -26.7806 0.3468 -4.7306 -0.2 -0.2 0.4
H -25.4600 -10.0165 8.0998 -0.4 0.0 -0.1
H -29.9552 -1.3291 -7.4701 -0.1 0.3 0.0
H -24.6672 -6.3855 -2.3879 -0.1 0.0 0.2
H -28.5144 -6.4094 3.3013 0.2 -0.1 0.0
H -26.9379 -0.9233 10.8416 -0.9 -0.1 0.1
H -27.0183 0.4715 8.5696 0.2 -0.2 -0.1
H -26.8222 -1.3473 1.5129 -0.1 0.1 0.3
H -28.1555 -5.5139 9.0735 0.4 0.1 0.1
H -20.2649 -8.3765 9.2474 0.2 -0.1 -0.5
H -21.2349 3.3573 9.4358 0.1 0.5 -0.3
H -24.2415 -7.9551 0.9332 0.0 0.3 -0.3
H -18.9331 4.2704 5.7919 -0.2 -0.1 0.2
H -23.7392 -11.4249 10.1072 0.4 0.0 0.0
H -25.9324 -0.7293 -5.7949 -0.1 -0.1 -0.2
H -22.7100 2.4884 9.2680 -0.1 0.1 -0.2
H -26.0631 -1.5257 9.5285 0.1 -0.6 0.0
H -26.9237 -11.4010 -2.8342 0.2 0.0 -0.2
H -19.2897 -1.8458 -0.2774 0.0 -0.4 -0.5
H -28.8704 -7.8787 2.3059 0.6 0.1 0.0
H -30.2325 -2.8922 -1.6712 -0.3 0.0 0.1
H -27.9001 -0.9187 7.8217 0.6 -0.2 0.0
H -29.0326 -6.2359 1.6273 -0.2 0.0 0.0
H -20.1796 4.2704 4.5384 0.1 0.1 0.0
H -24.2877 7.3527 -1.2161 0.5 -0.9 0.3
H -28.4725 -5.3014 10.7842 -0.3 0.0 0.0
H -18.6381 3.4466 4.3078 -0.2 -0.4 -0.1


# 2
61
Properties=species:S:1:pos:R:3:forces:R:3 method="wB97M-V/def2-TZVPD" lumo_ev=3.635 orbital_gap_ev=4.87 total_charge=-2
S -8.4416 -2.5950 -1.5717 0.0 -0.3 0.0
Si 4.1440 1.4362 -0.0810 0.0 0.0 0.0
Na 0.6208 -0.4428 1.1553 0.1 -0.2 -0.5
F 1.6642 -2.1651 -0.4102 -0.1 -0.1 0.1
O -8.4632 -4.2758 -3.6045 -0.2 0.1 -0.1
O -1.8682 3.2126 -0.7746 0.0 0.0 0.0
O -0.4841 1.4679 -0.9952 0.0 0.0 0.0
O 1.5839 -0.0677 3.0956 0.1 0.1 0.3
O 2.3172 1.4864 4.5611 0.0 0.0 0.0
N 3.3094 -0.0240 -0.1777 0.0 0.0 0.1
N 0.3800 1.8900 1.6215 0.0 0.1 0.1
C -0.2894 2.8339 0.9671 0.0 0.0 0.0
C -6.3468 -0.9418 -0.8567 0.0 0.0 0.0
C -4.6889 -3.0382 -0.1320 0.0 0.0 0.0
C 2.9402 2.8700 -0.3504 0.0 0.0 0.0
C 4.7543 -3.9870 0.1325 0.0 0.0 0.0
C 3.4035 -3.6979 -0.0882 0.0 0.0 0.0
C 0.9475 2.1949 2.7833 0.0 0.0 0.0
C 0.1788 4.4599 2.6294 0.0 0.0 0.0
C 3.8271 -1.2480 -0.0655 0.0 0.0 0.0
C -5.9664 -3.2982 -0.5902 0.0 0.0 0.0
C -8.0269 -3.2221 -3.2249 0.1 0.0 0.1
C -4.1986 -1.7218 -0.0114 0.0 0.0 0.0
C 1.7021 1.0820 3.5586 0.0 0.0 0.1
C 2.9913 -2.3967 -0.1818 0.0 0.1 0.0
C 5.1907 -1.6040 0.1582 0.0 0.0 0.0
C -0.4337 4.1320 1.4259 0.0 0.0 0.0
C 0.8763 3.4852 3.3133 0.0 0.0 0.0
C 5.4674 1.6556 -1.4377 0.0 0.0 0.0
C 5.6299 -2.9162 0.2526 0.0 0.0 0.0
C -5.0736 -0.6820 -0.3894 0.0 0.0 0.0
C -1.7485 -1.2006 0.8523 -0.1 0.0 0.0
C -6.8088 -2.2529 -0.9645 0.0 0.2 -0.1
C -7.1427 -2.3375 -4.0662 0.1 -0.1 0.1
C -0.8571 2.4015 -0.3483 0.0 0.0 0.0
C -2.8942 -1.4502 0.4627 0.0 0.0 0.0
C 5.0349 1.7699 1.5550 0.0 0.0 0.0
H -6.9973 -0.1250 -1.1476 0.0 0.0 0.0
H 1.3803 3.6636 4.2525 0.0 0.0 0.0
H 6.6851 -3.1024 0.4312 0.0 0.0 0.0
H 2.6144 3.3070 0.5969 0.0 0.0 0.0
H 2.0584 2.4998 -0.8774 0.0 0.0 0.0
H -6.3188 -4.3201 -0.6720 0.0 0.0 0.0
H 6.2329 0.8776 -1.3827 0.0 0.0 0.0
H -7.6004 -1.3533 -4.1634 0.0 0.0 0.0
H -4.7192 0.3370 -0.3050 0.0 0.0 0.0
H 0.1077 5.4682 3.0211 0.0 0.0 0.0
H 4.3699 1.5840 2.4024 0.0 0.0 0.0
H -0.9924 4.8558 0.8506 0.0 0.0 0.0
H 5.3762 2.8097 1.6113 0.0 0.0 0.0
H 5.9066 1.1214 1.6788 0.0 0.0 0.0
H -2.1546 2.8194 -1.6112 0.0 0.0 0.0
H 5.9094 -0.8003 0.2712 0.0 0.0 0.0
H 2.6603 -4.4810 -0.1852 0.0 0.0 0.0
H -4.0342 -3.8528 0.1481 0.0 0.0 0.0
H 5.0956 -5.0111 0.2156 0.0 0.0 0.0
H -6.1818 -2.1976 -3.5705 0.0 0.0 0.0
H 3.3985 3.6661 -0.9459 0.0 0.0 0.0
H 5.9643 2.6283 -1.3533 0.0 0.0 0.0
H -6.9969 -2.7974 -5.0411 0.0 0.0 0.0
H 5.0051 1.5908 -2.4269 0.0 0.0 0.0


# 3
19
Properties=species:S:1:pos:R:3:forces:R:3 method="wB97M-V/def2-TZVPD" smiles=CCC.CC lumo_ev=1.122 orbital_gap_ev=12.45
C -1.5610 1.0682 2.5744 -0.3 -0.1 0.3
C 0.6704 0.5858 -1.6018 -0.3 -0.5 -0.2
C 0.7581 -0.8295 -1.0487 0.9 -0.5 -0.5
C 0.5746 -1.9770 -2.0692 -0.1 1.3 0.0
C -0.2032 0.9388 1.8892 -0.4 -0.2 0.2
H -2.0072 2.0504 2.3885 0.4 0.2 0.5
H 1.7573 -0.9292 -0.6187 -0.2 -0.3 0.4
H -1.4817 0.8306 3.6348 -0.3 0.4 0.1
H -0.3797 0.6906 -1.8813 0.1 0.7 -0.1
H 1.4880 -2.1332 -2.6440 0.0 -0.3 0.2
H 0.2429 -2.8682 -1.5524 0.1 -0.3 -0.2
H -0.4821 0.6147 0.8938 0.9 0.6 -0.5
H 0.0027 -0.9369 -0.2760 0.1 -0.1 0.2
H 0.4935 0.1932 2.2812 -0.5 -0.3 0.2
H 0.9902 1.2877 -0.8349 -0.4 0.2 0.0
H -2.3418 0.4390 2.1404 0.4 -0.5 0.1
H -0.1721 -1.6767 -2.8053 -0.3 -0.2 0.0
H 0.3602 1.8646 2.0083 -0.2 0.1 -0.7
H 1.2908 0.7872 -2.4782 0.0 -0.3 0.0


# 4
37
Properties=species:S:1:pos:R:3:forces:R:3 method="wB97M-V/def2-TZVPD" smiles="C=CC[C@H]1Cc2c(cccc2[N+](=O)[O-])[C@@H](CC=C)N1" lumo_ev=-0.238 orbital_gap_ev=8.75
O -0.9913 3.0890 -2.2770 0.0 0.2 -0.2
O -0.1429 3.1577 -0.3055 0.1 0.2 0.2
N 0.2649 -1.2287 2.0292 -0.3 -0.1 0.4
N -0.7356 2.5904 -1.2010 0.2 0.5 -0.1
C 3.4400 0.8617 2.1481 0.1 -0.3 0.0
C -2.4101 0.9076 -1.5709 0.1 0.2 0.0
C 2.5189 -0.3181 2.0733 -0.3 0.3 0.1
C 0.7387 -2.7050 0.0895 -0.3 0.0 0.1
C 0.0456 -3.5213 -2.1574 0.0 -0.1 -0.2
C -2.9489 -0.3473 -1.3764 0.0 0.0 0.1
C -1.1986 1.2463 -0.9742 -0.6 -1.4 0.1
C -1.0563 -0.9386 -0.0117 -0.2 0.1 0.1
C 1.0427 -0.0154 1.7765 0.5 -0.1 0.0
C 0.0679 -3.6586 -0.8450 0.2 0.1 0.1
C -0.4854 0.3212 -0.2075 -0.1 0.3 -0.2
C 0.8844 0.5480 0.3487 0.1 0.1 0.3
C -0.3185 -1.9042 0.8823 0.2 -0.1 -0.2
C 3.1178 2.1386 2.2335 0.0 0.2 0.0
C -2.2793 -1.2607 -0.5788 0.1 0.1 0.0
H -1.0332 -2.6336 1.2824 0.0 0.1 -0.1
H 2.8988 -1.0154 1.3226 0.0 -0.1 0.0
H 0.5418 -2.7010 -2.6502 0.1 0.2 0.0
H 3.8770 2.8992 2.3021 0.2 0.1 0.0
H 1.5978 0.0416 -0.3080 0.0 0.0 0.0
H 0.7046 0.7486 2.4846 0.0 0.0 -0.1
H 1.3846 -2.0351 -0.4746 0.1 0.0 0.0
H -3.8901 -0.6088 -1.8335 -0.1 0.0 0.0
H 2.1029 2.4962 2.2381 -0.3 0.0 0.0
H 2.5619 -0.8435 3.0330 0.0 -0.1 -0.1
H 1.1456 1.6028 0.3575 0.0 -0.2 -0.1
H -0.4605 -4.2227 -2.7982 -0.1 -0.2 -0.1
H 4.4877 0.5840 2.1589 0.1 0.1 0.0
H -2.7021 -2.2389 -0.4041 0.0 -0.1 0.0
H -2.9160 1.6481 -2.1717 0.0 0.0 0.0
H 1.3440 -3.2506 0.8157 0.1 0.0 0.0
H -0.4685 -1.0347 2.6986 0.1 0.0 -0.1
H -0.4435 -4.4891 -0.3751 -0.1 -0.2 0.0


# 5
14
Properties=species:S:1:pos:R:3:forces:R:3 method="wB97M-V/def2-TZVPD" smiles="CC1=C(Cl)C(=O)NC1" lumo_ev=0.692 orbital_gap_ev=10.10
Cl 2.2225 -1.5742 -0.0879 1.1 -0.9 0.1
O 2.6534 1.5475 0.0789 0.1 -0.2 0.4
N 0.3709 1.8871 -0.0251 -0.5 -5.0 -0.1
C 1.5317 1.1002 0.0739 -0.3 1.2 -1.1
C -0.2247 -0.4426 -0.0190 -0.3 0.2 0.6
C 1.1271 -0.3276 -0.0114 -2.7 1.0 0.2
C -0.8281 0.9963 -0.1438 0.9 -1.1 -1.3
C -1.0102 -1.8071 0.1821 1.9 1.8 -1.4
H -1.1587 0.9343 -1.2579 -0.1 0.7 1.9
H -1.6497 1.1382 0.5871 0.5 0.3 -0.6
H -0.0800 -2.3749 0.4917 -2.1 -0.4 0.3
H 0.4131 2.8313 0.1495 -0.2 2.3 0.3
H -1.4201 -2.1990 -0.7610 0.7 0.1 -0.1
H -1.9472 -1.7096 0.7430 0.9 0.0 0.9


Table of electronic energy (a.u.), in record order: -4894.501022; -2440.855728; -198.871174; -842.237833; -784.286024
Table of HOMO energy (eV), in record order: -10.14; -1.24; -11.33; -8.98; -9.41
Table of energy above the lowest of the compared OMol25 structures with the same formula, charge and spin (kcal/mol), in record order: 109.6; 0.0; 11.3; 135.0; 22.4